# 1
Formula: C11H16MoN3OS4
Source: the OMol25 dataset
Level of theory: wB97M-V/def2-TZVPD

Output
frontier orbital gap = 7.616 eV
ΔE to the lowest compared entry with this formula, charge and spin = 0.00 kJ/mol
E_LUMO = -0.466 hartree
calculated total energy = -63349.333 eV
maximum force = 0.92 eV/Å
total charge = +3

Geometry as XYZ:
```
36
C11H16MoN3OS4 wB97M-V/def2-TZVPD
Mo -0.447 0.756 0.522
C 2.932 0.160 1.044
C 2.427 -1.261 0.863
S 0.660 -1.281 1.320
C -0.061 -2.732 0.492
C -1.570 -2.575 0.537
S -2.138 -0.908 0.065
C -2.439 -0.935 -1.732
C -1.180 -0.771 -2.550
S -0.289 0.664 -1.864
C 1.461 0.458 -2.328
C 2.269 1.449 -1.506
S 1.863 1.427 0.279
H 3.932 0.289 0.625
H 2.981 0.443 2.097
H 2.945 -1.934 1.548
H 2.549 -1.632 -0.154
H 0.246 -3.616 1.054
H 0.330 -2.803 -0.522
H -1.966 -2.730 1.542
H -2.067 -3.287 -0.124
H -3.142 -0.116 -1.900
H -2.960 -1.866 -1.964
H -1.419 -0.542 -3.590
H -0.530 -1.646 -2.520
H 1.549 0.684 -3.393
H 1.756 -0.577 -2.160
H 2.089 2.479 -1.818
H 3.340 1.260 -1.599
O -1.697 2.076 0.690
N -2.295 3.109 1.301
C -2.031 3.191 2.568
C -1.093 2.193 3.000
N -0.369 1.329 2.753
C -2.597 4.208 3.382
N -3.038 5.036 4.044
```

Charges obtained by Mulliken population analysis, quoted in units of e: Mo 0.707; C -0.759; C -0.655; S 0.176; C -0.581; C -0.789; S 0.234; C -0.773; C -0.590; S 0.156; C -0.571; C -0.759; S 0.149; H 0.503; H 0.452; H 0.534; H 0.386; H 0.510; H 0.341; H 0.478; H 0.478; H 0.465; H 0.501; H 0.523; H 0.373; H 0.517; H 0.297; H 0.476; H 0.477; O -0.510; N -0.279; C 0.587; C 0.873; N -0.517; C -0.289; N -0.122



# 2
Formula: C11H16N3O9S4Zr
Source: the OMol25 dataset
Level of theory: wB97M-V/def2-TZVPD

Output
frontier orbital gap = 7.233 eV
ΔE to the lowest compared entry with this formula, charge and spin = 28.89 kJ/mol
E_LUMO = -0.126 hartree
calculated total energy = -79181.459 eV
maximum force = 0.44 eV/Å
total charge = +1

Geometry as XYZ:
```
44
C11H16N3O9S4Zr wB97M-V/def2-TZVPD
Zr -1.056 -0.223 -0.339
O -4.548 -1.296 1.465
C -3.333 -0.768 1.169
O -3.081 -0.568 -0.156
C -3.136 0.508 1.963
O -1.869 0.987 1.511
C -1.651 2.400 1.490
C -0.687 2.648 0.341
O 0.137 3.520 0.350
O -0.876 1.793 -0.663
H -4.816 -1.897 0.755
H -3.131 0.351 3.041
H -3.930 1.200 1.677
H -1.247 2.747 2.439
H -2.588 2.918 1.271
O -0.022 -1.150 6.596
C -0.146 -1.162 5.412
S -1.529 -1.892 4.560
C -0.980 -1.464 2.958
C 0.190 -0.815 2.825
S 0.923 -0.358 1.302
S 1.050 -0.446 4.290
S -1.863 -1.994 1.547
O -1.598 -0.656 -2.524
N -1.524 -1.933 -2.345
O -2.052 -2.717 -3.056
O -0.826 -2.275 -1.317
N 3.884 0.243 -2.391
C 2.989 1.453 -2.429
C 1.828 1.252 -1.476
N 1.060 0.018 -1.735
C 1.949 -1.157 -1.784
C 3.113 -0.998 -2.745
H 4.272 0.144 -1.449
H 4.675 0.364 -3.025
H 2.663 1.564 -3.464
H 3.579 2.322 -2.145
H 1.164 2.110 -1.540
H 2.190 1.219 -0.445
H 0.561 0.107 -2.620
H 1.374 -2.034 -2.076
H 2.316 -1.342 -0.771
H 2.783 -0.873 -3.777
H 3.790 -1.848 -2.687
```

Charges obtained by Mulliken population analysis, quoted in units of e: Zr 0.862; O -0.510; C 0.617; O -0.762; C -0.619; O 0.062; C -0.228; C 0.289; O -0.602; O -0.650; H 0.406; H 0.307; H 0.564; H 0.297; H 0.393; O -0.499; C 0.587; S -0.082; C 0.064; C 0.407; S -0.597; S -0.113; S -0.228; O -0.552; N 1.452; O -0.597; O -0.652; N -0.114; C -0.993; C -0.595; N 0.200; C -0.604; C -0.866; H 0.389; H 0.358; H 0.400; H 0.460; H 0.373; H 0.296; H 0.517; H 0.425; H 0.316; H 0.371; H 0.454



# 3
Formula: C11H16N4O3
Source: the OMol25 dataset
Level of theory: wB97M-V/def2-TZVPD

Output
frontier orbital gap = 9.727 eV
ΔE to the lowest compared entry with this formula, charge and spin = 266.42 kJ/mol
E_LUMO = 0.021 hartree
calculated total energy = -23768.236 eV
maximum force = 6.20 eV/Å
SMILES = O=C(O)[C@H](Cc1c[nH]cn1)NC(=O)[C@@H]1CCCN1

Geometry as XYZ:
```
34
C11H16N4O3 wB97M-V/def2-TZVPD
O -0.472 3.760 0.326
C -0.913 2.655 -0.054
O -1.126 2.367 -1.306
C -1.004 1.374 0.754
C 0.165 1.409 1.924
C 1.608 1.053 1.344
C 2.474 1.536 0.497
N 3.537 0.737 0.396
C 3.307 -0.311 1.247
N 2.142 -0.092 1.950
N -0.859 0.155 0.047
C -1.754 -0.374 -0.829
O -2.873 -0.021 -1.155
C -1.328 -1.737 -1.367
C -2.010 -2.887 -0.586
C -0.870 -3.929 -0.514
C 0.341 -3.053 -0.469
N 0.162 -1.956 -1.484
H -1.012 3.253 -1.836
H -1.960 1.375 1.244
H 0.041 2.415 2.398
H -0.206 0.696 2.723
H 2.535 2.374 -0.212
H 4.413 0.830 -0.167
H 4.083 -1.031 1.263
H -0.017 -0.249 0.211
H -1.728 -1.706 -2.415
H -2.344 -2.497 0.463
H -3.009 -3.092 -1.058
H -0.963 -4.526 0.437
H -1.007 -4.652 -1.367
H 1.401 -3.412 -0.699
H 0.454 -2.497 0.430
H 0.112 -2.443 -2.386
```

Charges obtained by Mulliken population analysis, quoted in units of e: O -0.650; C 0.479; O -0.420; C -0.213; C -0.902; C 0.381; C -0.492; N -0.020; C -0.320; N -0.589; N 0.165; C 0.103; O -0.667; C 0.070; C -0.633; C -0.680; C -0.367; N -0.633; H 0.386; H 0.504; H 0.462; H 0.320; H 0.454; H 0.241; H 0.413; H -0.018; H 0.450; H 0.268; H 0.366; H 0.340; H 0.268; H 0.339; H 0.211; H 0.386



# 4
Formula: C11H16Se
Source: the OMol25 dataset
Level of theory: wB97M-V/def2-TZVPD

Output
frontier orbital gap = 9.348 eV
ΔE to the lowest compared entry with this formula, charge and spin = 23.58 kJ/mol
E_LUMO = 0.024 hartree
calculated total energy = -77010.992 eV
maximum force = 4.03 eV/Å
SMILES = CC(C)(C)[C@H]([SeH])c1ccccc1

Geometry as XYZ:
```
28
C11H16Se wB97M-V/def2-TZVPD
C -0.412 -2.770 -0.494
C -0.273 -1.282 -0.551
C -1.356 -0.485 -1.165
C 0.992 -1.174 -1.401
C -0.062 -0.739 0.968
Se -1.516 -1.325 2.188
C 0.226 0.768 0.913
C 1.483 1.250 0.685
C 1.676 2.626 0.595
C 0.618 3.448 0.583
C -0.638 2.999 0.859
C -0.858 1.660 1.001
H 0.307 -3.113 0.225
H -0.207 -3.242 -1.448
H -1.445 -3.106 -0.328
H -0.955 0.541 -1.442
H -1.606 -0.864 -2.159
H -2.074 -0.669 -0.390
H 1.613 -0.202 -1.192
H 0.617 -1.303 -2.426
H 1.691 -1.979 -1.288
H 0.969 -1.319 1.336
H -1.386 -2.742 1.817
H 2.348 0.567 0.613
H 2.750 2.903 0.325
H 0.833 4.521 0.322
H -1.504 3.780 0.844
H -1.829 1.250 1.012
```

Charges obtained by Mulliken population analysis, quoted in units of e: C -2.385; C 2.118; C -1.710; C -1.618; C -0.561; Se -0.003; C 0.421; C -0.188; C -0.649; C -0.318; C -0.627; C -0.387; H 0.508; H 0.464; H 0.464; H 0.310; H 0.493; H 0.413; H 0.322; H 0.432; H 0.433; H 0.372; H 0.106; H 0.419; H 0.270; H 0.296; H 0.245; H 0.359